Entry 1:
{
  "formula": "C17H57N16O15",
  "method": "the ωB97M-V functional and the def2-TZVPD basis",
  "elements": ["C", "C", "C", "O", "H", "H", "H", "H", "H", "H", "H", "C", "C", "O", "O", "H", "H", "H", "H", "H", "H", "C", "C", "O", "O", "H", "H", "H", "H", "H", "H", "C", "C", "O", "O", "H", "H", "H", "H", "H", "H", "C", "O", "N", "N", "H", "H", "H", "H", "C", "O", "N", "N", "H", "H", "H", "H", "C", "O", "N", "N", "H", "H", "H", "H", "C", "O", "N", "N", "H", "H", "H", "H", "C", "O", "N", "N", "H", "H", "H", "H", "C", "O", "N", "N", "H", "H", "H", "H", "C", "O", "N", "N", "H", "H", "H", "H", "C", "O", "N", "N", "H", "H", "H", "H"],
  "positions_angstrom": [[-10.04516, -8.16377, 23.55429], [-10.92274, -6.96637, 23.98010], [-12.28781, -6.99697, 23.29016], [-11.09521, -6.87200, 25.34646], [-9.53163, -8.64048, 24.39354], [-9.18686, -7.86404, 22.93933], [-10.58638, -8.99430, 23.07876], [-10.34574, -6.08909, 23.61993], [-12.73179, -7.98627, 23.43045], [-12.06278, -6.86495, 22.22570], [-13.04023, -6.34166, 23.69137], [-8.95724, -3.85961, 24.73892], [-7.91751, -2.80589, 25.14482], [-6.65762, -2.86500, 24.43231], [-8.95230, -4.99178, 25.59983], [-8.83463, -4.20492, 23.70602], [-9.90356, -3.25762, 24.78516], [-7.57736, -3.01853, 26.16744], [-8.38426, -1.83031, 25.30655], [-6.61194, -2.02492, 23.96666], [-9.66858, -5.63356, 25.37776], [-11.67398, -4.00101, 20.91545], [-11.74588, -3.51382, 19.48350], [-11.54043, -2.10368, 19.42197], [-10.32402, -4.10123, 21.37500], [-12.18968, -4.94765, 21.02349], [-12.14525, -3.21225, 21.49248], [-12.72699, -3.76529, 19.05946], [-11.01584, -4.03124, 18.85415], [-10.98546, -1.91787, 18.66219], [-10.12224, -3.23911, 21.74754], [-14.80108, -6.60861, 21.22135], [-16.20453, -6.13967, 20.78497], [-16.67687, -5.04697, 21.56256], [-14.45976, -7.68260, 20.36937], [-14.94846, -7.01017, 22.23070], [-14.05464, -5.81996, 21.29487], [-16.81760, -7.03819, 20.87519], [-16.21638, -5.94967, 19.70545], [-16.16532, -4.31148, 21.20900], [-14.44591, -8.49814, 20.90902], [-8.00856, -11.70442, 25.13690], [-8.59078, -11.19462, 26.06973], [-8.69539, -12.07755, 24.00899], [-6.66649, -11.96786, 25.09605], [-8.20903, -12.30764, 23.16241], [-9.66213, -11.81689, 23.91995], [-6.14026, -11.85689, 25.94029], [-6.30072, -12.41000, 24.27621], [-13.59129, -8.02578, 27.55824], [-12.69446, -8.51005, 28.20571], [-13.39971, -7.40385, 26.36050], [-14.89206, -7.93492, 28.04731], [-14.15680, -6.84050, 26.02030], [-12.46619, -7.36579, 25.94134], [-15.58725, -7.57152, 27.42605], [-15.02103, -8.26116, 28.98426], [-9.76084, -7.08678, 18.73298], [-9.15034, -6.28180, 18.04507], [-9.88082, -8.41636, 18.40774], [-10.48401, -6.72446, 19.83547], [-10.54949, -8.96715, 18.91759], [-9.38043, -8.86459, 17.66698], [-10.21245, -5.79860, 20.13400], [-10.73788, -7.44309, 20.49353], [-12.51779, -3.20576, 23.69436], [-11.51011, -3.42826, 24.36008], [-13.15486, -1.98735, 23.65518], [-13.25033, -4.21012, 23.16548], [-12.73178, -1.17617, 24.06542], [-14.08381, -1.89445, 23.29304], [-14.05928, -4.08768, 22.59125], [-12.86515, -5.12104, 23.38242], [-11.39006, -5.07128, 28.39478], [-11.31908, -6.15580, 28.97081], [-11.69358, -3.88795, 29.02014], [-11.31224, -4.99178, 27.04432], [-11.84639, -3.07866, 28.45360], [-11.85316, -3.98709, 30.00500], [-11.06571, -4.12985, 26.59618], [-11.23074, -5.87085, 26.53482], [-6.21679, -7.72913, 25.49213], [-7.12475, -8.49661, 25.75918], [-4.88615, -8.08373, 25.46552], [-6.41986, -6.41388, 25.22433], [-4.65214, -9.00809, 25.77589], [-4.13857, -7.42995, 25.34156], [-7.34205, -5.98742, 25.15853], [-5.62659, -5.82438, 25.05081], [-11.14890, -11.68080, 20.77322], [-11.04009, -11.94926, 21.95984], [-12.28664, -11.13078, 20.26248], [-10.14361, -11.82413, 19.84281], [-12.33842, -10.97708, 19.27303], [-12.99306, -10.74608, 20.89344], [-9.23132, -12.14597, 20.09636], [-10.49897, -11.77857, 18.90697], [-15.00389, -10.44323, 22.66134], [-14.41066, -10.02176, 21.64660], [-16.19964, -11.06171, 22.61935], [-14.48346, -10.19754, 23.87697], [-16.61488, -11.32643, 21.74551], [-16.81430, -11.07157, 23.41289], [-14.94555, -10.59936, 24.67292], [-13.63239, -9.66648, 23.96347]],
  "atomic_forces_ev_per_a": [[0.5, -0.7, 0.0], [0.2, 0.2, 1.2], [1.1, -1.5, -0.7], [0.8, -0.5, -1.1], [-0.4, 0.3, 0.4], [-0.3, 0.0, -0.4], [-0.1, 0.2, -0.2], [-0.4, 0.2, -0.3], [0.1, -0.1, -0.1], [-0.8, 0.1, -0.1], [0.0, -0.5, 0.3], [-0.4, 1.2, 0.3], [1.0, -1.8, 1.7], [-0.7, 1.0, -0.4], [0.7, 0.4, -0.4], [0.2, 0.4, -0.1], [1.4, -1.3, 0.1], [-0.5, -0.4, 0.1], [0.3, 0.3, -1.1], [0.3, -0.2, -0.3], [-0.1, 0.1, 0.3], [0.7, 1.3, -0.8], [0.0, -0.5, -0.6], [0.1, 0.0, 0.2], [-0.4, -0.2, -0.2], [0.2, -0.1, 0.1], [-0.3, -0.2, -0.2], [-0.1, 0.1, 0.1], [0.1, 0.0, 0.1], [0.0, 0.0, 0.0], [0.3, -0.1, 0.1], [-1.5, -0.9, 0.3], [0.9, -0.7, -0.3], [0.1, -0.1, -0.4], [0.4, 0.3, 0.0], [0.3, 0.3, 0.2], [0.1, 0.0, -0.5], [-0.4, 0.4, 0.5], [0.1, 0.4, 0.0], [-0.3, 0.3, 0.2], [0.1, 0.2, -0.3], [-1.2, 0.6, 0.2], [0.4, -0.4, 0.3], [0.3, -0.4, -0.4], [0.0, -0.1, -0.2], [-0.1, 0.1, -0.1], [0.0, 0.1, 0.0], [0.1, 0.1, -0.1], [0.4, -0.1, 0.2], [0.6, 1.1, 0.1], [-0.2, -1.0, 0.2], [-1.8, -1.0, 0.4], [0.5, -0.2, -0.5], [0.2, 0.2, -0.2], [0.9, 0.4, -0.3], [-0.5, 0.0, 0.5], [-0.4, 0.1, 0.0], [-0.3, -0.1, -0.7], [0.2, -0.1, 0.2], [-0.4, -0.3, 0.5], [0.3, 0.1, -0.6], [0.2, -0.1, 0.0], [0.2, 0.4, -0.1], [-0.1, -0.2, 0.7], [0.1, 0.3, 0.3], [-1.4, -0.2, 2.1], [-1.6, 0.7, -1.3], [0.5, 0.5, -0.4], [0.3, 0.2, 0.7], [0.1, -0.1, 0.0], [0.0, 0.0, 0.0], [-0.1, 0.0, 0.0], [-0.3, 0.6, -0.5], [-0.4, -1.5, -1.1], [0.0, 1.2, 0.6], [0.5, -0.3, 0.5], [-0.5, 0.8, 1.4], [-0.2, 0.2, 0.4], [-0.1, 0.6, 0.0], [0.0, -0.1, -0.2], [0.3, 0.2, -0.5], [-1.1, 0.6, 0.3], [0.7, -0.2, -0.3], [0.4, -0.7, 0.0], [0.4, 0.5, -0.4], [-0.1, 0.0, 0.0], [-0.1, 0.1, 0.0], [-0.1, -0.3, 0.4], [-0.1, 0.1, -0.1], [0.0, 0.4, 1.0], [0.3, 0.0, -0.3], [0.2, -0.2, -0.2], [-0.9, 0.2, 0.0], [-0.3, 0.3, 0.0], [0.1, -0.2, -0.3], [-0.1, -0.2, -0.1], [0.9, -0.2, -0.4], [1.2, 1.6, -0.1], [-0.7, -0.8, 0.2], [-0.7, -0.6, 0.0], [-0.8, -0.6, -0.1], [0.3, 0.2, -0.2], [0.2, -0.1, 0.1], [0.4, 0.2, 0.3], [0.0, -0.1, 0.2]],
  "total_charge": -1,
  "e_tot_ha": -2686.8383,
  "homo_ev": -4.502,
  "spin_multiplicity": 1,
  "homo_lumo_gap_ha": 0.235
}

---

Entry 2:
{
  "formula": "C4H11NO2S",
  "method": "the ωB97M-V functional and the def2-TZVPD basis",
  "elements": ["N", "C", "C", "O", "C", "C", "S", "H", "H", "H", "H", "H", "H", "H", "H", "H", "O", "H", "H"],
  "positions_angstrom": [[2.36673, -0.10319, -0.07487], [1.08959, -0.24124, 0.43381], [0.68455, 0.58747, 1.65665], [1.18100, 1.62488, 1.85462], [0.05048, 0.27116, -0.62263], [-0.47378, -0.97489, -1.46351], [-1.26660, -0.53636, -3.14470], [2.81054, 0.82112, 0.01737], [3.02860, -0.76065, 0.50833], [0.76503, -1.27649, 0.47542], [-0.26970, 0.21403, 2.23818], [-0.93618, 0.67809, -0.11011], [0.54412, 0.94857, -1.22798], [-1.23097, -1.65707, -0.96382], [0.38790, -1.71103, -1.68498], [-1.67141, 0.72715, -2.92330], [-2.21143, 0.11019, 1.51016], [-2.13071, 0.40202, 2.46042], [-2.71776, 0.87623, 1.06092]],
  "atomic_forces_ev_per_a": [[4.6, -1.8, 1.2], [-3.5, 0.6, 0.1], [-2.2, -3.4, -0.2], [1.5, 2.9, 1.0], [-3.7, -2.5, 1.3], [0.4, -0.8, -0.6], [0.7, -0.3, 0.9], [-0.8, -0.3, 0.1], [-1.5, 1.7, -1.6], [0.6, -0.3, 0.9], [2.0, 0.5, -0.8], [2.4, -0.4, -1.2], [0.6, 1.6, -1.3], [0.8, 1.4, -0.1], [-1.1, 1.4, -0.1], [0.1, -0.2, 0.3], [-1.7, 2.2, 0.4], [-0.4, -0.4, -1.5], [1.1, -1.8, 1.2]],
  "smiles": "N[C@@H](C=O)CCS.O",
  "e_tot_ha": -762.3564,
  "homo_ev": -8.887,
  "e_above_lowest_kcal_mol": 58.3,
  "spin_multiplicity": 1,
  "homo_lumo_gap_ha": 0.341
}

---

Entry 3:
{
  "formula": "C5H10O2",
  "method": "the ωB97M-V functional and the def2-TZVPD basis",
  "elements": ["C", "C", "O", "C", "C", "C", "O", "H", "H", "H", "H", "H", "H", "H", "H", "H", "H"],
  "positions_angstrom": [[-2.06127, -0.51467, -0.20796], [-0.99801, 0.53375, 0.04408], [-1.31360, 1.55394, 0.95124], [0.32014, -0.22456, 0.29899], [1.22922, 0.22716, -0.81576], [2.31297, -0.13141, 0.16196], [1.37539, 0.07441, 1.25636], [-2.95704, -0.06155, -0.63169], [-1.66630, -1.23873, -0.93565], [-2.28925, -1.05127, 0.71583], [-0.86796, 1.06190, -0.91422], [-1.07606, 1.24321, 1.82754], [0.17066, -1.31788, 0.37397], [1.07576, -0.21286, -1.79800], [1.12169, 1.31860, -0.85733], [3.19711, 0.49958, 0.21656], [2.57245, -1.19334, 0.05490]],
  "atomic_forces_ev_per_a": [[-0.3, 0.0, 0.1], [-0.1, -0.2, -0.1], [-0.2, -0.1, 0.4], [-0.2, 0.1, -0.8], [0.3, -0.1, -0.4], [0.5, 0.0, -0.1], [-0.2, 0.2, 0.0], [-0.1, -0.1, 0.1], [-0.2, 0.1, 0.2], [-0.2, 0.0, -0.1], [0.0, -0.1, 0.3], [0.0, 0.1, 0.3], [-0.2, 0.4, -0.3], [0.4, -0.1, -0.1], [0.2, -0.3, -0.2], [0.1, -0.1, 0.2], [0.2, 0.1, 0.3]],
  "e_tot_ha": -346.9145,
  "homo_ev": -9.935,
  "e_above_lowest_kcal_mol": 69.6,
  "spin_multiplicity": 1,
  "homo_lumo_gap_ha": 0.401
}

---

What are the lowest unoccupied orbital energy values for these records? In order: 1.90 0.39 0.98 eV.